{"formula": "C28H28BrGeN6OOsS", "method": "the ωB97M-V functional and the def2-TZVPD basis", "homo_energy_ev": [-7.685, -8.683], "homo_lumo_gap_ev": [4.434, 3.432], "multiplicity": 5, "energy_ha": -6626.83163, "s2": 6.086, "charge": 1, "elements": ["Os", "Br", "C", "C", "C", "C", "C", "C", "N", "N", "C", "C", "C", "C", "O", "C", "N", "C", "C", "C", "C", "H", "H", "H", "H", "H", "H", "H", "H", "H", "C", "N", "C", "C", "N", "C", "S", "C", "C", "C", "C", "C", "N", "H", "H", "H", "H", "H", "H", "H", "H", "H", "C", "Ge", "C", "C", "C", "H", "H", "H", "H", "H", "H", "H", "H", "H", "H"], "coordinates": [[7.5590, -19.1430, -7.6976], [-2.2639, -23.7363, -11.9405], [-0.4348, -23.9536, -12.4791], [0.1720, -22.8097, -13.1515], [1.5662, -22.8056, -13.2626], [2.3532, -23.8026, -12.6742], [1.7191, -25.0076, -12.2894], [0.3515, -25.0408, -12.1642], [3.6403, -23.6061, -12.1703], [4.0681, -22.3433, -12.2702], [5.1308, -22.0741, -11.4752], [5.7083, -23.1083, -10.6855], [6.2896, -22.8509, -9.4507], [6.6448, -21.5286, -9.0446], [7.4110, -21.1403, -8.0118], [6.3060, -20.4677, -10.0126], [6.7288, -19.2381, -9.6694], [6.4390, -18.1624, -10.5035], [5.6481, -18.3616, -11.6173], [5.1915, -19.5966, -11.9760], [5.5511, -20.6988, -11.2205], [-0.4112, -21.9870, -13.5250], [2.1280, -21.9714, -13.7227], [2.2058, -25.9044, -11.9085], [-0.1738, -25.8921, -11.6737], [5.3689, -24.0876, -10.9191], [6.5542, -23.6378, -8.7686], [6.8286, -17.1921, -10.1558], [5.3982, -17.5397, -12.3143], [4.4845, -19.7503, -12.8021], [10.0436, -14.7172, -8.5034], [10.6148, -16.0548, -8.6149], [11.9148, -16.3517, -9.0537], [12.0324, -17.6670, -9.0321], [10.7977, -18.2080, -8.5184], [9.9423, -17.1529, -8.2669], [8.2813, -16.9862, -7.8719], [10.5021, -19.5468, -8.2097], [11.4254, -20.5096, -8.6787], [11.6931, -21.5795, -7.8721], [10.8293, -21.7422, -6.7622], [9.6681, -21.0230, -6.6181], [9.4484, -19.8960, -7.3970], [10.7810, -13.9456, -8.7248], [9.5928, -14.5185, -7.5204], [9.3095, -14.5702, -9.2926], [12.5675, -15.5261, -9.3791], [12.9092, -18.2826, -9.1877], [12.1257, -20.2463, -9.4469], [12.5431, -22.2624, -8.1114], [11.0183, -22.5309, -6.0449], [8.8591, -21.2716, -5.9501], [3.5251, -18.1831, -6.5428], [4.8813, -18.9740, -5.3156], [4.5554, -20.8693, -5.1095], [4.7916, -18.0669, -3.5816], [6.7331, -18.8115, -6.1233], [2.8166, -17.5215, -5.9990], [2.9628, -18.9816, -7.0527], [4.1158, -17.5704, -7.2519], [3.4745, -20.9842, -4.9374], [5.1233, -21.1975, -4.2369], [4.8767, -21.4248, -5.9751], [3.8355, -18.2602, -3.0041], [4.8194, -17.0272, -3.6992], [5.6486, -18.3362, -3.0291], [7.1553, -18.3145, -5.2528]], "mulliken_charge": [0.757, -0.133, 0.064, -0.541, -0.243, 0.086, -0.320, -0.226, -0.222, 0.051, 0.388, -0.931, -0.909, 0.258, -0.542, 0.660, -0.372, -0.340, -0.645, -0.640, 0.351, 0.442, 0.417, 0.365, 0.327, 0.542, 0.555, 0.320, 0.361, 0.439, -0.887, 0.163, -0.522, -0.347, 0.340, 0.026, -0.557, 0.715, -1.083, -0.356, -0.848, -0.074, 0.036, 0.304, 0.352, 0.375, 0.412, 0.379, 0.520, 0.427, 0.409, 0.529, -1.148, 0.548, -1.021, -1.239, -0.347, 0.386, 0.342, 0.307, 0.371, 0.338, 0.233, 0.330, 0.407, 0.416, 0.437]}

{"formula": "C28H32F3GeHgN2O5S", "method": "the ωB97M-V functional and the def2-TZVPD basis", "homo_energy_ev": [-8.662, -8.803], "homo_lumo_gap_ev": [9.139, 6.882], "multiplicity": 2, "energy_ha": -4499.95598, "s2": 0.758, "charge": 0, "elements": ["Hg", "F", "C", "F", "F", "S", "O", "O", "O", "Ge", "C", "C", "C", "C", "C", "C", "C", "C", "C", "C", "C", "C", "H", "H", "H", "H", "H", "H", "H", "H", "H", "H", "H", "C", "N", "N", "C", "O", "C", "C", "C", "C", "C", "C", "C", "C", "C", "H", "H", "H", "H", "H", "H", "H", "H", "H", "H", "H", "H", "C", "C", "C", "C", "O", "H", "H", "H", "H", "H", "H", "H", "H", "H"], "coordinates": [[-0.6938, 0.0993, -0.1614], [0.9144, -1.5066, 2.1897], [2.2570, -1.4246, 2.0500], [2.6432, -0.2794, 2.6133], [2.7943, -2.4339, 2.7404], [2.7199, -1.5068, 0.2704], [4.1070, -1.1382, 0.2483], [2.3939, -2.8724, -0.0883], [1.8149, -0.5120, -0.3129], [-0.1621, 2.5015, -0.2361], [1.0720, 2.9721, 1.1839], [0.6906, 3.8316, 2.2125], [1.5886, 4.1715, 3.2150], [2.8752, 3.6505, 3.1959], [3.2639, 2.7949, 2.1740], [2.3683, 2.4583, 1.1691], [0.6844, 2.7876, -1.9730], [0.7913, 4.0952, -2.4502], [1.4124, 4.3631, -3.6611], [1.9418, 3.3228, -4.4121], [1.8515, 2.0206, -3.9445], [1.2263, 1.7537, -2.7329], [-1.4649, 3.2970, -0.1004], [-0.3119, 4.2442, 2.2331], [1.2848, 4.8419, 4.0092], [3.5756, 3.9112, 3.9792], [4.2630, 2.3787, 2.1601], [2.6768, 1.7762, 0.3848], [0.3860, 4.9201, -1.8740], [1.4855, 5.3830, -4.0168], [2.4306, 3.5288, -5.3557], [2.2796, 1.2075, -4.5171], [1.2061, 0.7348, -2.3649], [0.4741, -6.2106, -1.3822], [0.6204, -4.7669, -1.2954], [-0.2539, -4.1033, -0.4523], [-0.4798, -2.8499, -0.9421], [-1.1397, -2.0055, -0.2694], [0.1625, -2.7804, -2.2039], [0.8048, -3.9687, -2.3816], [1.6215, -4.4360, -3.5327], [-0.3318, -4.4416, 0.9332], [-1.5724, -4.3872, 1.5481], [-1.6666, -4.6659, 2.9026], [-0.5294, -5.0165, 3.6182], [0.7039, -5.0780, 2.9841], [0.8139, -4.7801, 1.6339], [0.4545, -6.6214, -0.3758], [1.3415, -6.6120, -1.8995], [-0.4402, -6.4911, -1.9105], [0.2011, -1.9153, -2.8428], [1.7934, -3.6094, -4.2173], [1.1191, -5.2362, -4.0796], [2.5867, -4.8055, -3.1864], [-2.4423, -4.1120, 0.9687], [-2.6275, -4.6130, 3.3971], [-0.6035, -5.2362, 4.6753], [1.5922, -5.3317, 3.5468], [1.7709, -4.7573, 1.1299], [-2.6233, -1.0879, 2.5402], [-2.8469, 0.4007, 2.2994], [-4.2810, 0.7950, 2.7187], [-1.8342, 1.2530, 3.0606], [-2.8428, 0.7218, 0.9425], [-2.7528, -1.3262, 3.5976], [-1.6157, -1.3912, 2.2544], [-3.3282, -1.6755, 1.9513], [-4.3921, 0.6022, 3.7863], [-5.0129, 0.2030, 2.1714], [-4.4565, 1.8516, 2.5235], [-1.9066, 1.0636, 4.1328], [-2.0160, 2.3113, 2.8744], [-0.8147, 1.0169, 2.7468]], "mulliken_charge": [1.238, -0.266, 0.664, -0.199, -0.249, 0.744, -0.673, -0.571, -0.744, -0.002, 0.352, -0.276, -0.569, -0.471, -0.736, -0.117, 0.294, -0.444, -0.635, -0.423, -0.749, 0.401, -0.004, 0.372, 0.383, 0.387, 0.435, 0.393, 0.357, 0.378, 0.364, 0.401, -0.025, -1.154, 0.127, 0.653, 0.464, -0.881, -1.127, 0.977, -1.668, -0.415, -0.352, -0.635, -0.491, -0.888, 0.504, 0.398, 0.422, 0.325, 0.391, 0.401, 0.333, 0.377, 0.442, 0.434, 0.412, 0.415, 0.538, -1.003, 1.912, -1.963, -1.194, -0.589, 0.515, -0.191, 0.375, 0.364, 0.447, 0.471, 0.498, 0.348, -0.002]}